An isolated molecule of C7H12 at a distorted geometry, computed with ωB97M-V/def2-TZVPD.

```
19
Properties=species:S:1:pos:R:3:forces:R:3:nbo_charge:R:1
C -0.344 1.649 0.747 -0.164 0.077 0.012 -0.1946
C 0.934 1.486 0.445 -0.980 -3.463 -1.847 -0.1965
C -0.934 0.410 0.125 -0.087 -0.099 0.099 -0.2645
C 0.483 -0.046 -0.375 1.125 3.321 1.612 0.0381
C -1.681 -0.515 1.078 0.087 0.153 -0.192 -0.6082
C 1.106 -1.260 0.263 -0.166 0.070 -0.048 -0.6329
C 0.677 0.025 -1.869 -0.066 -0.057 0.149 -0.6258
H -0.856 2.436 1.283 -0.055 0.157 0.098 0.1948
H 1.863 1.995 0.573 0.344 0.365 0.165 0.2024
H -1.591 0.642 -0.721 0.037 -0.021 -0.052 0.1985
H -1.120 -0.665 1.997 0.026 -0.064 0.099 0.2054
H -1.863 -1.481 0.613 -0.063 -0.128 0.008 0.2079
H -2.643 -0.075 1.335 -0.087 -0.018 0.078 0.2121
H 0.626 -2.166 -0.111 -0.008 -0.158 0.009 0.2048
H 1.009 -1.233 1.345 0.020 -0.062 0.067 0.2162
H 2.165 -1.312 0.013 0.053 -0.026 -0.007 0.2140
H 0.297 0.965 -2.260 -0.048 0.063 -0.081 0.2149
H 0.141 -0.795 -2.348 -0.053 -0.097 -0.135 0.2038
H 1.730 -0.060 -2.133 0.084 -0.013 -0.033 0.2095
```
Positions in Å, forces in eV/Å.

E, Ha: -273.84553
Highest occupied orbital energy, eV: -9.36
ΔE to the lowest compared entry with this formula, charge and spin, kcal per mole: 39.5